Entry i
Entry from the Open Molecules 2025 dataset: one molecule with the formula C5H13NO (ωB97M-V/def2-TZVPD).

structure (SMILES) = CCNC[C@@H](C)O
lowest unoccupied orbital energy = 1.012 eV
E_HOMO = -0.3446 Eh
molecular weight = 103.165 g/mol

```
20
C5H13NO | the Open Molecules 2025 dataset | ωB97M-V/def2-TZVPD
C 1.7410 0.2959 -1.9896
C 0.5164 -0.6186 -1.9490
N 0.0558 -1.0702 -0.6018
C 0.0795 0.0161 0.4018
C -1.0114 -0.2133 1.4291
C -1.1198 0.9334 2.4018
O -2.2480 -0.3038 0.7362
H 2.5375 0.0005 -1.3175
H 2.1547 0.2400 -2.9972
H 1.5042 1.3381 -1.7925
H 0.7666 -1.5279 -2.4885
H -0.3461 -0.1085 -2.3742
H 0.7808 -1.7067 -0.2730
H -0.1462 0.9753 -0.0581
H 1.0764 0.1758 0.8389
H -0.8328 -1.1484 1.9801
H -2.1450 1.2800 2.4742
H -0.4766 1.7701 2.0922
H -0.7340 0.6945 3.3923
H -2.1530 -1.0225 0.0949
```

Results of the natural (NBO) charge analysis, in e, for atoms 1 through 2:
1 C -0.6392
2 C -0.2158

=====

Entry ii
Entry from the Open Molecules 2025 dataset: a 2-piece molecular cluster, C5H13NO overall (ωB97M-V/def2-TZVPD).

structure (SMILES) = CC/C=C(/C)N.O
lowest unoccupied orbital energy = 0.818 eV
E_HOMO = -0.2873 Eh
molecular weight = 103.165 g/mol

```
20
C5H13NO | the Open Molecules 2025 dataset | ωB97M-V/def2-TZVPD
C 2.1916 -0.2882 -1.7768
C 1.4758 -0.6484 -0.4316
C 0.1592 0.1091 -0.4561
C -0.2804 0.9704 0.4683
C -1.4533 1.8757 0.2350
N 0.3011 1.0581 1.7398
H 1.7308 -0.8178 -2.6114
H 3.2278 -0.5644 -1.7082
H 2.4135 0.7180 -2.0150
H 1.3043 -1.7627 -0.4836
H 2.1628 -0.7010 0.4138
H -0.3305 -0.0791 -1.3975
H -1.9220 2.3074 1.1548
H -2.1720 1.4002 -0.4574
H -0.9973 2.6084 -0.4416
H -0.2924 1.5537 2.3732
H 0.9834 0.3930 2.0487
O -2.0983 -2.6111 0.2168
H -2.7882 -1.9972 0.4956
H -1.3350 -2.0235 0.2699
```

Results of the natural (NBO) charge analysis, in e, for atoms 1 through 2:
1 C -0.6098
2 C -0.4384

=====

Entry iii
Entry from the Open Molecules 2025 dataset: a 2-piece molecular cluster, C5H13NO overall (ωB97M-V/def2-TZVPD).

structure (SMILES) = C=NC.CCCO
lowest unoccupied orbital energy = 0.899 eV
E_HOMO = -0.3610 Eh
molecular weight = 103.165 g/mol

```
20
C5H13NO | the Open Molecules 2025 dataset | ωB97M-V/def2-TZVPD
C -2.4072 1.4744 -0.8181
N -2.4372 1.8611 -2.0141
C -1.8768 0.9652 -3.0086
H -2.8113 2.1144 -0.0369
H -1.9960 0.5113 -0.5004
H -2.6332 0.7384 -3.7602
H -1.4934 0.0285 -2.5853
H -1.0641 1.4746 -3.5251
C 0.6865 -0.8302 -0.2713
C 1.7314 -1.2576 0.7487
C 1.4229 -0.7174 2.1378
O 2.4938 -1.0830 2.9943
H 0.5279 0.2500 -0.2524
H 0.9646 -1.1460 -1.2783
H -0.2692 -1.3189 -0.0682
H 2.7258 -0.8920 0.4838
H 1.7590 -2.3469 0.8336
H 0.4764 -1.1433 2.4864
H 1.2984 0.3745 2.1056
H 2.2507 -0.8856 3.9029
```

Results of the natural (NBO) charge analysis, in e, for atoms 1 through 2:
1 C -0.0664
2 N -0.3788

=====

It is entry iii that is the least stable of them.

=====

Entry i
Entry from the Open Molecules 2025 dataset: a 2-piece molecular cluster, C5H13NO overall (ωB97M-V/def2-TZVPD).

structure (SMILES) = CC/C=C(/C)N.O
lowest unoccupied orbital energy = 0.872 eV
E_HOMO = -0.2916 Eh
molecular weight = 103.165 g/mol

```
20
C5H13NO | the Open Molecules 2025 dataset | ωB97M-V/def2-TZVPD
C -2.0372 0.4540 0.4099
C -0.8426 1.2133 -0.1338
C 0.3409 0.2601 -0.2673
C 1.5634 0.6489 -0.6772
C 2.6900 -0.3184 -0.8034
N 1.8295 2.0073 -0.8815
H -1.7741 -0.0981 1.3260
H -2.8599 1.0554 0.8128
H -2.4598 -0.2867 -0.2681
H -0.5638 2.0139 0.5497
H -1.1576 1.5387 -1.1328
H 0.0793 -0.7842 -0.1623
H 2.3790 -1.3524 -0.7782
H 3.2515 -0.0398 -1.7055
H 3.4454 -0.0891 -0.0449
H 2.1882 2.2985 -1.7794
H 0.9942 2.5846 -0.7746
O -1.9833 -3.7921 2.0168
H -2.7089 -3.6398 1.3998
H -2.3741 -3.6742 2.8939
```

Results of the natural (NBO) charge analysis, in e, for atoms 1 through 2:
1 C -0.6028
2 C -0.4548

=====

Entry ii
Entry from the Open Molecules 2025 dataset: one molecule with the formula C5H13NO (ωB97M-V/def2-TZVPD).

structure (SMILES) = CC(C)[C@H](N)CO
lowest unoccupied orbital energy = 0.950 eV
E_HOMO = -0.3457 Eh
molecular weight = 103.165 g/mol

```
20
C5H13NO | the Open Molecules 2025 dataset | ωB97M-V/def2-TZVPD
C -1.0034 -1.3509 -0.7184
C -0.6785 0.1471 -0.5663
C -1.7232 0.8436 0.3493
C 0.7664 0.4226 -0.1332
N 1.7748 -0.0047 -1.1303
C 1.1280 -0.2159 1.2701
O 1.7136 0.6984 2.1411
H -0.7439 -1.6826 -1.7262
H -2.0642 -1.4710 -0.5155
H -0.4329 -2.0111 -0.0636
H -0.8004 0.7275 -1.4879
H -1.3713 1.7988 0.7312
H -2.1328 0.2215 1.1477
H -2.5941 0.9950 -0.2974
H 0.8405 1.4911 0.0597
H 1.4234 -0.8824 -1.5058
H 1.7746 0.6663 -1.8828
H 0.1526 -0.5737 1.6165
H 1.7076 -1.1152 1.0701
H 2.2632 1.2956 1.6415
```

Results of the natural (NBO) charge analysis, in e, for atoms 1 through 2:
1 C -0.6315
2 C -0.2270

=====

Entry iii
Entry from the Open Molecules 2025 dataset: one molecule with the formula C5H13NO (ωB97M-V/def2-TZVPD).

structure (SMILES) = CC(C)CNCO
lowest unoccupied orbital energy = 0.980 eV
E_HOMO = -0.3017 Eh
molecular weight = 103.165 g/mol

```
20
C5H13NO | the Open Molecules 2025 dataset | ωB97M-V/def2-TZVPD
C -0.6586 2.2062 -1.0173
C -0.2234 0.7739 -0.8545
C 1.2234 0.6062 -1.3186
C -0.5129 0.2894 0.6069
N -0.3554 -1.1456 0.6482
C 0.3913 -1.9540 1.5845
O -0.1999 -3.1156 2.1356
H -0.4051 2.6379 -2.0103
H -1.7141 2.4166 -0.8377
H -0.0645 2.8879 -0.3772
H -0.8767 0.1250 -1.4508
H 1.9310 1.2260 -0.7610
H 1.5315 -0.4312 -1.3036
H 1.3121 1.0028 -2.3351
H -1.5928 0.4964 0.7639
H 0.0625 0.8360 1.3530
H -0.9693 -1.7376 0.1094
H 1.3334 -2.1255 1.0398
H 0.5312 -1.3878 2.5220
H -0.7437 -3.6069 1.5027
```

Results of the natural (NBO) charge analysis, in e, for atoms 1 through 2:
1 C -0.6160
2 C -0.2193

=====

It is entry iii that is the least stable of them.

=====

Entry i
Entry from the Open Molecules 2025 dataset: a 2-piece molecular cluster, C5H13NO overall (ωB97M-V/def2-TZVPD).

structure (SMILES) = CC/C=C(/C)N.O
lowest unoccupied orbital energy = 0.644 eV
E_HOMO = -0.3298 Eh
molecular weight = 103.165 g/mol

```
20
C5H13NO | the Open Molecules 2025 dataset | ωB97M-V/def2-TZVPD
C 0.9838 -2.4981 -0.2871
C 0.9637 -1.1933 0.5281
C 0.2008 -0.1468 -0.2932
C 0.4416 1.1650 -0.1852
C 0.0887 2.0901 -1.3440
N 0.8117 1.7885 1.0603
H 1.3753 -3.4378 0.0976
H -0.0173 -2.6393 -0.6968
H 1.6128 -2.3180 -1.1721
H 1.9839 -0.8361 0.6759
H 0.5432 -1.3839 1.5081
H 0.0122 -0.4670 -1.3135
H 0.3456 1.5742 -2.2715
H -0.9638 2.3827 -1.4343
H 0.6088 3.0478 -1.3750
H 0.3056 2.6779 1.0221
H 1.7711 2.1298 1.0770
O -4.0048 -0.8954 1.6478
H -3.0357 -1.0090 1.5741
H -4.0272 -0.0316 1.1816
```

Results of the natural (NBO) charge analysis, in e, for atoms 1 through 2:
1 C -0.6056
2 C -0.4294

=====

Entry ii
Entry from the Open Molecules 2025 dataset: a 2-piece molecular cluster, C5H13NO overall (ωB97M-V/def2-TZVPD).

structure (SMILES) = C=C(N)CCC.O
lowest unoccupied orbital energy = 0.841 eV
E_HOMO = -0.2904 Eh
molecular weight = 103.165 g/mol

```
20
C5H13NO | the Open Molecules 2025 dataset | ωB97M-V/def2-TZVPD
C -1.2242 -0.5306 -1.5884
C -1.2983 -0.8090 -0.2067
N -2.3734 -1.0434 0.6228
C -0.0425 -0.9479 0.5831
C 0.8019 0.3460 0.5317
C 0.5041 1.2982 1.6693
H -0.3548 -0.2325 -2.1618
H -1.8825 -0.5195 -2.3910
H -1.9541 -0.8593 1.5120
H -3.3298 -0.7411 0.5441
H 0.5421 -1.8211 0.2426
H -0.1897 -1.0038 1.6622
H 0.8028 0.8193 -0.4685
H 1.8944 0.1735 0.6638
H 0.3628 0.7819 2.5941
H -0.5484 1.7251 1.6726
H 1.3057 1.9416 1.8237
O 2.3023 0.6871 -2.7429
H 2.0607 -0.2729 -2.6603
H 2.6208 1.0085 -1.9026
```

Results of the natural (NBO) charge analysis, in e, for atoms 1 through 2:
1 C -0.5845
2 C 0.2153

=====

Entry iii
Entry from the Open Molecules 2025 dataset: a 2-piece molecular cluster, C5H13NO overall (ωB97M-V/def2-TZVPD).

structure (SMILES) = C[C@H](O)CN.C=C
lowest unoccupied orbital energy = 0.342 eV
E_HOMO = -0.2898 Eh
molecular weight = 103.165 g/mol

```
20
C5H13NO | the Open Molecules 2025 dataset | ωB97M-V/def2-TZVPD
C -0.2070 2.3950 -0.7288
C -0.4713 0.9341 -0.4228
O -0.9907 0.7480 0.7979
C 1.2391 0.1446 -0.4236
N 1.7511 0.1323 0.9012
H 0.2235 2.5158 -1.7215
H 0.4685 2.8238 0.0108
H -1.1492 2.9435 -0.6843
H -1.0301 0.4417 -1.2310
H -1.0391 -0.3967 0.9747
H 1.4506 -0.7817 -0.9444
H 1.7186 0.9260 -1.0084
H 1.4478 0.9564 1.4210
H 1.4469 -0.6744 1.4364
C -0.4349 -2.2253 -0.2915
C -1.1365 -1.9498 0.8490
H -0.8729 -2.0997 -1.2698
H 0.5705 -2.6128 -0.2552
H -2.2199 -1.9001 0.7933
H -0.7649 -2.3205 1.7968
```

Results of the natural (NBO) charge analysis, in e, for atoms 1 through 2:
1 C -0.6385
2 C 0.1255

=====

It is entry iii that is the least stable of them.

=====

Entry i
Entry from the Open Molecules 2025 dataset: C6H8N4O as an isolated structure (ωB97M-V/def2-TZVPD).

lowest unoccupied orbital energy = -0.271 eV
E_HOMO = -0.3284 Eh
molecular weight = 152.157 g/mol

```
19
C6H8N4O | the Open Molecules 2025 dataset | ωB97M-V/def2-TZVPD
C 2.5045 1.2479 -1.6116
C 0.6799 0.4831 -0.2284
C 0.1225 0.2033 -1.6200
C -1.4484 -1.0762 -0.7193
C -1.1382 -0.6141 0.4765
C -2.0422 -1.1641 1.6188
H 2.6373 -0.0004 -1.8069
H 2.0503 1.9176 -2.3085
H 3.4617 1.7104 -1.4092
H 1.9903 1.6708 0.8071
H 0.7683 0.5570 -2.4965
H -2.4624 -1.6938 -0.5632
H -2.5527 -0.9151 3.6388
H -1.1377 0.1886 2.9538
N 1.8294 1.2965 -0.1532
N -0.8152 -0.6058 -1.8048
N -0.0246 0.0716 0.7475
N -1.4460 -1.1410 2.9497
O -2.9771 -2.1364 1.5293
```

Results of the natural (NBO) charge analysis, in e, for atoms 1 through 2:
1 C -0.4132
2 C 0.3752

=====

Entry ii
Entry from the Open Molecules 2025 dataset: one molecule with the formula C6H8N4O (ωB97M-V/def2-TZVPD).

lowest unoccupied orbital energy = 0.671 eV
E_HOMO = -0.2375 Eh
molecular weight = 152.157 g/mol

```
19
C6H8N4O | the Open Molecules 2025 dataset | ωB97M-V/def2-TZVPD
C 0.0424 0.7091 -1.5066
C -0.0788 2.0623 -1.2657
C 0.2996 -2.7221 -0.2049
C 0.2436 -2.5689 1.1157
C -0.0579 -0.3822 -0.5739
C -0.0523 -0.2471 0.7978
N -0.0103 -1.6531 -1.1214
N -0.1787 2.7438 -0.0958
N 0.2514 2.3280 1.1721
N -0.3359 1.0603 1.4824
O 0.0030 -1.3271 1.7340
H 0.1514 0.5227 -2.4886
H -0.0598 2.5476 -2.2121
H 0.4615 -3.7076 -0.7685
H 0.2519 -3.2314 1.9555
H 0.5040 -1.8494 -1.9543
H 0.2221 3.6778 -0.0303
H -0.2240 1.0096 2.4472
H -1.4331 1.0277 1.5174
```

Results of the natural (NBO) charge analysis, in e, for atoms 1 through 2:
1 C -0.4173
2 C 0.0484

=====

It is entry ii that is the least stable of them.